No. 1
{"formula": "C22H44AsF3I3N3O5P", "method": "the ωB97M-V functional and the def2-TZVPD basis", "e_lumo_ev": 1.987, "total_charge": -1, "energy_ev": -140815.146, "species": ["C", "C", "O", "N", "C", "As", "C", "C", "C", "N", "O", "O", "N", "O", "C", "I", "C", "C", "I", "P", "O", "I", "C", "F", "F", "F", "H", "H", "H", "H", "H", "H", "H", "H", "H", "H", "H", "H", "H", "H", "H", "H", "C", "C", "C", "C", "C", "C", "H", "H", "H", "H", "H", "H", "H", "H", "H", "H", "H", "H", "H", "H", "C", "C", "C", "C", "C", "C", "H", "H", "H", "H", "H", "H", "H", "H", "H", "H", "H", "H", "H", "H"], "positions_angstrom": [[3.088, -3.835, 0.902], [3.623, -2.579, 0.162], [4.751, -2.694, -0.254], [2.682, -1.565, -0.126], [2.032, -1.992, -1.376], [3.003, 0.330, 0.156], [2.949, 2.356, 0.314], [1.669, 3.161, -0.087], [1.017, 3.930, 1.063], [1.834, 4.732, 1.911], [-0.168, 3.858, 1.259], [2.072, 0.595, -1.547], [2.711, 1.376, -2.427], [2.261, 1.296, -3.526], [3.843, 0.064, 2.032], [3.072, -1.437, 3.360], [4.851, 0.790, 2.546], [5.655, 1.852, 1.852], [5.614, 0.512, 4.554], [0.760, 0.541, 1.100], [1.045, 1.171, 2.641], [-0.413, -1.573, 1.516], [4.830, 0.281, -0.807], [5.331, 1.487, -1.153], [4.766, -0.430, -1.951], [5.796, -0.306, -0.071], [3.742, -4.071, 1.735], [2.064, -3.730, 1.263], [3.108, -4.658, 0.185], [1.957, -3.093, -1.336], [0.994, -1.673, -1.438], [2.598, -1.783, -2.283], [3.086, 2.540, 1.383], [3.781, 2.871, -0.160], [2.012, 3.971, -0.756], [0.913, 2.654, -0.673], [2.095, 4.169, 2.716], [2.698, 4.993, 1.448], [6.171, 2.450, 2.609], [6.463, 1.439, 1.248], [5.129, 2.585, 1.251], [0.241, 1.019, 3.149], [-6.062, 6.683, 1.132], [-5.777, 5.534, 2.095], [-4.295, 5.369, 2.425], [-3.397, 5.040, 1.231], [-3.783, 3.778, 0.463], [-3.706, 2.509, 1.306], [-5.588, 6.522, 0.163], [-7.135, 6.786, 0.960], [-5.695, 7.629, 1.537], [-6.178, 4.604, 1.682], [-6.322, 5.714, 3.027], [-4.187, 4.591, 3.185], [-3.930, 6.292, 2.888], [-2.369, 4.935, 1.586], [-3.388, 5.888, 0.537], [-3.105, 3.675, -0.387], [-4.789, 3.877, 0.042], [-2.699, 2.373, 1.706], [-3.947, 1.634, 0.701], [-4.409, 2.535, 2.143], [-1.729, -4.768, -0.370], [-0.974, -5.838, -1.152], [-0.658, -5.428, -2.589], [-1.882, -5.161, -3.468], [-2.859, -6.329, -3.586], [-2.246, -7.571, -4.226], [-2.709, -4.561, -0.806], [-1.889, -5.090, 0.661], [-1.161, -3.838, -0.344], [-1.542, -6.774, -1.140], [-0.031, -6.047, -0.640], [-0.039, -6.202, -3.052], [-0.043, -4.523, -2.572], [-1.535, -4.885, -4.469], [-2.419, -4.288, -3.087], [-3.711, -6.007, -4.190], [-3.262, -6.586, -2.602], [-1.864, -7.346, -5.224], [-2.991, -8.363, -4.323], [-1.423, -7.967, -3.630]]}

No. 2
{"formula": "C4H39N2O13", "method": "the ωB97M-V functional and the def2-TZVPD basis", "e_lumo_ev": -2.389, "de_lowest_kcal_mol": 114.8, "total_charge": 1, "energy_ev": -34372.131, "species": ["C", "C", "C", "C", "N", "N", "H", "H", "H", "H", "H", "H", "H", "H", "H", "H", "H", "H", "H", "H", "H", "O", "H", "H", "O", "H", "H", "O", "H", "H", "O", "H", "H", "O", "H", "H", "O", "H", "H", "O", "H", "H", "O", "H", "H", "O", "H", "H", "O", "H", "H", "O", "H", "H", "O", "H", "H", "O"], "positions_angstrom": [[-1.543, -0.709, -2.295], [-0.311, -0.096, -1.620], [0.775, -1.030, -1.164], [1.460, -0.808, 0.195], [0.575, -1.165, 1.297], [-0.905, 0.597, -0.329], [-2.167, 0.049, -2.778], [-1.209, -1.570, -2.874], [-2.211, -1.068, -1.509], [-0.076, 0.781, -2.241], [1.620, -1.119, -1.842], [0.356, -2.019, -1.008], [2.364, -1.425, 0.192], [1.837, 0.214, 0.330], [0.024, -1.995, 1.171], [1.143, -1.305, 2.113], [-1.842, 0.902, -0.563], [-0.864, -0.030, 0.491], [-0.149, 1.258, -0.142], [-0.214, 2.825, 3.895], [1.301, 2.792, 3.535], [0.649, 2.510, 4.191], [-0.127, 0.950, 3.954], [-1.087, 0.088, 4.769], [-0.647, 0.127, 3.909], [-3.107, -0.392, 2.340], [-1.564, -0.026, 2.517], [-2.294, -0.188, 1.869], [1.701, -4.202, 1.723], [2.594, -3.240, 2.312], [1.652, -3.312, 2.097], [-0.710, 3.080, 0.996], [-1.760, 2.725, 0.089], [-1.091, 3.421, 0.169], [2.124, -2.871, -3.366], [3.645, -2.870, -2.701], [2.926, -2.397, -3.140], [3.478, 1.898, -0.927], [3.829, 0.632, 0.007], [3.172, 1.296, -0.248], [-5.033, -0.198, 0.231], [-3.740, 0.427, 0.251], [-4.184, -0.298, -0.216], [-0.074, 2.581, -3.070], [-0.452, 3.637, -2.070], [-0.600, 2.706, -2.267], [-3.329, 1.954, -2.025], [-2.504, 3.118, -1.591], [-2.944, 2.330, -1.227], [-2.916, -3.613, -1.274], [-1.522, -4.008, -0.760], [-1.984, -3.367, -1.304], [4.293, -0.308, -1.749], [3.360, -1.548, -1.494], [4.096, -1.026, -1.148], [1.012, 1.229, 1.790], [1.996, 1.946, 0.999], [1.177, 2.131, 1.511]]}

no.,HOMO-LUMO gap (eV)
1,6.739
2,9.536